No. 1
ORCA calculation (ωB97M-V/def2-TZVPD) on 2 unconnected molecules or ions with the total composition C4H12.

Geometry as XYZ:
```
16
Properties=species:S:1:pos:R:3:forces:R:3
C -1.85327 -1.04336 -1.19310 -0.44 0.04 0.59
C -2.12203 -1.52676 0.23626 -0.56 0.29 -0.38
H -2.71575 -0.47909 -1.54849 0.10 0.13 -0.11
H -0.98050 -0.39269 -1.17969 0.07 -0.04 -0.34
H -1.72054 -1.88202 -1.87102 0.24 -0.01 -0.08
H -2.31078 -0.68173 0.89793 0.40 0.09 0.11
H -3.05884 -2.08480 0.29244 0.21 -0.37 -0.10
H -1.28842 -2.12214 0.58843 -0.01 -0.12 0.32
C 1.72104 0.73349 0.88706 -0.47 -0.01 0.46
C 2.33471 1.87273 0.07692 -0.38 -1.29 -0.74
H 0.62712 0.77110 0.89499 0.02 0.21 -0.17
H 1.95299 -0.25835 0.50294 0.34 0.02 0.00
H 1.99675 0.78719 1.94311 0.21 -0.11 -0.08
H 3.41989 1.80394 0.06552 0.11 0.53 0.55
H 1.89724 2.81507 0.38243 0.46 0.32 0.00
H 2.10039 1.68743 -0.97571 -0.31 0.33 -0.01
```
Positions in Å, forces in eV/Å.

The value obtained for the total energy is -4342.380 eV. Its SMILES is CC.CC. The orbital gap is 12.7945 eV. The value obtained for the LUMO energy is 1.09 eV. As for the HOMO energy: -11.70 eV.

No. 2
ORCA calculation (ωB97M-V/def2-TZVPD) on a molecular structure, H12O7Y.

Geometry as XYZ:
```
20
Properties=species:S:1:pos:R:3:forces:R:3
Y -2.17933 -0.26808 0.74488 3.35 -0.06 1.76
O -0.21834 0.42807 0.28120 -2.03 -0.97 -0.34
H 0.16189 1.28972 0.34048 0.57 0.75 0.39
O -1.41957 -0.67319 2.70332 -1.86 0.42 -2.65
H -1.92381 -0.10043 3.29234 0.21 -0.13 0.81
O 2.00167 0.40503 -1.79254 -0.38 0.08 0.14
H 1.43085 0.34986 -1.00882 0.32 -0.11 -0.56
H 1.78631 -0.35980 -2.34267 0.19 0.08 0.24
O 0.98190 -2.20961 -0.44341 -0.72 -0.02 0.14
H 1.01632 -2.73027 0.37671 0.18 0.22 -0.30
H 0.78650 -1.30449 -0.16143 0.38 -0.17 0.26
O 1.60687 -0.40143 2.50988 -0.01 0.22 -0.62
H 2.50251 -0.04004 2.42441 -0.31 -0.16 -0.04
H 1.13034 -0.14803 1.69341 0.41 -0.07 0.78
O -1.88904 -1.14726 -1.42445 -0.01 -0.30 -0.67
H -0.97213 -1.26080 -1.78174 -0.65 -0.01 0.50
H -2.50273 -1.45451 -2.12322 0.46 0.07 0.40
O -0.57091 3.53741 -1.08635 -0.24 -0.20 0.28
H -0.32392 2.70874 -0.65275 -0.16 0.37 -0.56
H -1.40537 3.37910 -1.54923 0.32 0.00 0.04
```
Positions in Å, forces in eV/Å.

The value obtained for the total energy is -15564.430 eV. The orbital gap is 7.4837 eV. Its charge is +1. The value obtained for the LUMO energy is -6.30 eV. As for the HOMO energy: -13.79 eV.

No. 3
ORCA calculation (ωB97M-V/def2-TZVPD) on C2H4OS2 in the gas phase.

Geometry as XYZ:
```
9
Properties=species:S:1:pos:R:3:forces:R:3
C 2.21198 -0.05344 -0.00253 -0.07 2.55 -0.92
C -0.59326 -0.62604 -0.13247 -0.25 -0.16 0.76
O 4.50155 1.02224 0.32546 0.41 0.31 -0.26
S 3.83150 -0.27246 0.13422 -0.99 -0.04 0.32
S 1.09386 -1.37256 0.02581 -0.87 0.10 -0.17
H 1.91318 1.09186 -0.22650 0.43 -2.80 0.86
H -1.22101 -1.17750 0.57254 0.29 -0.30 0.07
H -1.10531 -0.80943 -1.10252 0.88 0.77 0.39
H -0.61891 0.38712 0.32614 0.17 -0.43 -1.05
```
Positions in Å, forces in eV/Å.

The value obtained for the total energy is -25854.758 eV. The orbital gap is 8.1407 eV. The value obtained for the LUMO energy is -0.14 eV. As for the HOMO energy: -8.28 eV.

No. 4
ORCA calculation (ωB97M-V/def2-TZVPD) on 9 unconnected molecules or ions with the total composition C16H30F4N3O16.

Geometry as XYZ:
```
69
Properties=species:S:1:pos:R:3:forces:R:3
N 2.42928 -4.16129 1.16875 1.01 0.47 0.16
H 2.80019 -4.22612 2.11725 -0.22 -0.28 0.05
H 2.00642 -3.19869 1.06552 -0.88 0.06 -0.07
H 1.80186 -4.93562 0.94757 -0.21 0.19 -0.07
H 3.25610 -4.19045 0.56999 -0.14 -0.29 -0.14
N 1.77464 -1.32181 4.20424 -0.03 -0.36 -0.98
H 1.18102 -1.13357 3.37050 -0.79 -0.01 -0.15
H 2.71876 -0.99841 3.86525 0.80 0.92 0.65
H 1.84950 -2.31841 4.37482 -0.34 0.04 0.34
H 1.36635 -0.81839 4.98565 0.39 0.01 0.17
N 3.24686 -0.81251 -0.94549 -0.46 -0.18 0.42
H 3.05857 -0.43301 -1.86826 0.40 -0.16 -0.14
H 3.72363 -1.71059 -0.93678 0.02 0.03 -0.61
H 2.34355 -0.96505 -0.45923 -0.04 -0.24 0.20
H 3.85005 -0.23318 -0.32435 0.45 0.51 0.70
C -0.12284 0.05974 -0.15227 0.21 -0.91 -0.62
C 0.41392 -0.77418 1.00397 -1.46 0.45 1.10
O 1.10666 -1.81952 0.76231 0.95 0.02 -0.61
O 0.04784 -0.41380 2.13901 0.89 -0.34 -0.07
H 0.59993 0.82319 -0.44612 -0.06 0.10 0.06
H -1.08779 0.49639 0.07623 0.16 0.23 0.26
H -0.30918 -0.60676 -0.99986 0.23 0.15 -0.14
C 3.18857 1.43424 2.04104 0.27 -0.04 0.32
C 4.12144 0.25222 2.27522 -0.18 -0.46 -0.36
O 4.74070 -0.17953 1.26249 -0.42 -0.05 -0.32
O 4.13981 -0.26767 3.41965 -0.30 -0.30 -0.15
H 2.55445 1.58475 2.91234 -0.15 0.05 -0.13
H 2.60304 1.20513 1.14881 -0.17 0.27 0.01
H 3.76610 2.34412 1.87854 -0.01 -0.02 -0.14
C -3.67875 0.18384 -1.69880 0.86 0.68 0.04
C -4.04445 1.44488 -0.94094 -0.26 -0.53 -0.44
O -4.79488 0.83362 0.13831 0.12 0.87 0.30
C -4.17315 -0.31281 0.44720 0.04 -0.45 -0.30
O -4.32705 -0.99896 1.40075 0.01 0.30 0.04
O -3.30048 -0.60979 -0.56624 -0.34 -0.94 -0.18
F -4.82982 2.28411 -1.62456 -0.21 -0.02 0.14
H -2.80219 0.23271 -2.33420 -0.11 0.29 -0.09
H -4.53947 -0.16351 -2.27290 -0.05 -0.36 0.29
H -3.18137 1.98528 -0.55112 -0.11 0.10 0.17
C -1.09833 -3.72322 -1.23335 0.69 0.09 0.80
C -0.82960 -3.54902 -2.70753 -0.64 0.47 0.53
O -0.58527 -4.84313 -3.15004 -0.37 -0.14 -0.16
C -0.20423 -5.60131 -2.07641 0.61 0.27 0.20
O 0.12100 -6.73350 -2.10068 -0.01 0.02 -0.15
O -0.17515 -4.80139 -0.96933 -0.37 -0.33 0.36
F 0.33346 -2.81476 -2.86472 -0.04 0.12 -0.04
H -2.09035 -4.03360 -0.90534 -0.18 -0.03 -0.62
H -0.83503 -2.85977 -0.62655 0.27 0.00 -0.17
H -1.63716 -3.02911 -3.21757 0.15 -0.34 -0.52
C -0.08403 3.91419 -3.38957 -0.18 -0.83 -0.05
C -0.13363 2.91055 -2.25172 -0.33 0.38 0.10
O -1.33836 2.20597 -2.47461 0.52 0.02 -0.04
C -1.73797 2.43157 -3.76902 -0.38 0.13 -0.39
O -2.70828 1.96174 -4.25601 0.14 -0.25 0.18
O -0.87214 3.24889 -4.38942 0.02 0.20 0.12
F -0.22537 3.54797 -1.05380 0.11 -0.24 0.02
H 0.92982 4.01891 -3.75915 -0.11 0.52 -0.10
H -0.60751 4.81655 -3.07704 0.40 0.26 -0.10
H 0.72380 2.23561 -2.22198 -0.12 -0.13 0.12
C -0.09520 3.11179 2.00897 0.69 0.15 1.59
C -1.46034 2.50318 2.26436 -0.27 -0.13 -1.14
O -2.31459 3.36990 1.54302 -0.22 -0.01 0.38
C -1.66346 4.52101 1.19785 0.08 0.16 0.00
O -2.15800 5.46501 0.68605 -0.12 -0.20 0.00
O -0.35972 4.40981 1.51215 0.16 -0.14 -0.39
F -1.76369 2.46984 3.58649 -0.11 0.31 0.05
H 0.59173 2.50897 1.41792 -0.35 0.20 -0.59
H 0.41535 3.26567 2.96357 -0.10 -0.19 0.05
H -1.63555 1.51105 1.85919 0.21 -0.14 0.25
```
Positions in Å, forces in eV/Å.

The value obtained for the total energy is -65174.216 eV. The orbital gap is 8.4158 eV. Its charge is +1. The value obtained for the LUMO energy is -3.89 eV. As for the HOMO energy: -12.31 eV.

No. 5
ORCA calculation (ωB97M-V/def2-TZVPD) on CH5OS2 in the gas phase.

Geometry as XYZ:
```
9
Properties=species:S:1:pos:R:3:forces:R:3
O -0.38547 1.91227 0.44462 0.33 0.20 -0.12
H -0.72346 2.70229 0.02281 -0.46 -0.03 -0.57
C 1.00741 -0.18329 0.22020 -1.43 2.56 -0.05
S -0.82703 0.30821 -0.09321 1.56 -0.84 2.23
S -1.27795 -1.81792 -1.03882 1.06 0.74 -2.48
H 1.53953 0.68722 0.71288 -0.96 -1.61 0.27
H 1.37079 -0.13474 -0.74481 0.92 0.10 -2.34
H 1.10321 -1.21049 0.44157 -0.05 -0.79 1.27
H -1.80703 -2.26354 0.03477 -0.98 -0.35 1.77
```
Positions in Å, forces in eV/Å.

The value obtained for the total energy is -24832.798 eV. The orbital gap (spin up / spin down) is 9.8196 / 6.1677 eV. Its spin multiplicity is 2. The expectation value of S² is 0.765. The value obtained for the LUMO energy (spin up / spin down) is 0.54 / -2.52 eV. As for the HOMO energy (spin up / spin down): -9.28 / -8.68 eV.

No. 6
ORCA calculation (ωB97M-V/def2-TZVPD) on a molecular structure, C25H25N10O12P2SZr.

Geometry as XYZ:
```
76
Properties=species:S:1:pos:R:3:forces:R:3
Zr 0.51232 -0.73870 -0.07895 2.80 0.42 0.98
N -2.11871 -1.74654 -3.52464 0.00 -0.02 0.11
C -2.14222 -0.50677 -2.73535 0.41 -0.13 0.39
C -3.05109 0.51329 -3.42246 0.02 0.04 0.03
P -2.68886 -0.82395 -0.96957 -0.76 0.63 0.19
O -3.64456 0.43074 -0.59750 0.30 -0.01 -0.06
O -3.44730 -2.07437 -0.82204 0.06 -0.02 -0.23
O -1.46774 -0.54054 -0.03857 -1.29 -0.20 -0.64
P -0.46638 0.23116 -2.63803 0.01 1.10 -1.01
O -0.02983 0.57533 -4.13754 0.01 -0.43 0.07
O -0.44230 1.44179 -1.77270 -0.36 -0.03 -0.20
O 0.58672 -0.77770 -2.14696 -0.52 0.15 -0.48
H -1.72261 -2.48507 -2.95066 -0.18 -0.06 0.17
H -0.60004 -2.39463 -4.54102 -0.61 0.22 -0.21
H -3.07933 -2.02986 -3.69568 0.00 0.02 -0.11
H -4.09187 0.19235 -3.36586 -0.01 -0.01 -0.02
H -2.77430 0.58058 -4.47529 -0.03 -0.02 -0.02
H -2.97098 1.49345 -2.95549 -0.05 -0.01 0.00
H -4.56312 0.13833 -0.63478 -0.08 0.00 0.03
H -0.44344 1.37645 -4.47696 0.00 0.08 -0.03
O 5.91205 3.35873 3.87513 0.03 0.01 -0.01
N 5.06627 2.51708 4.07605 0.00 0.06 0.03
O 4.77375 2.06887 5.16527 -0.05 -0.03 0.04
C 4.31219 2.02763 2.90426 -0.04 -0.02 -0.19
C 4.25320 2.86091 1.84856 0.05 0.08 0.10
C 3.57910 2.47475 0.65336 -0.05 -0.14 -0.08
C 3.56253 3.27915 -0.49897 0.01 -0.01 -0.01
C 3.02093 2.77457 -1.64895 0.11 0.03 -0.01
C 2.47884 1.48610 -1.63267 0.09 -0.19 -0.08
N 2.39575 0.74240 -0.54392 -0.25 0.38 0.26
C 2.94435 1.23289 0.59483 0.19 -0.03 0.01
C 2.93433 0.38517 1.76010 0.14 -0.02 0.00
N 2.24802 -0.77613 1.65381 -0.12 0.43 0.16
C 2.37748 -1.66686 2.61423 -0.06 -0.11 -0.03
C 3.15035 -1.44253 3.75355 0.14 0.08 0.00
C 3.77170 -0.23436 3.92134 -0.03 -0.06 0.00
C 3.67569 0.73362 2.90084 -0.05 -0.03 0.04
H 4.75326 3.81828 1.89795 0.00 0.00 0.01
H 4.00259 4.26814 -0.47217 0.01 0.00 0.00
H 3.01550 3.34571 -2.56585 0.02 -0.04 -0.02
H 2.12706 1.03577 -2.54957 -0.13 0.06 0.03
H 1.85126 -2.60103 2.48138 -0.02 0.02 -0.01
H 3.24479 -2.21769 4.49985 -0.05 -0.01 0.00
H 4.33500 -0.02899 4.81638 0.01 0.00 -0.01
N 2.38555 -2.23912 -0.62789 -0.20 -0.14 -0.29
C 2.19720 -2.73669 -1.65991 0.11 0.13 -0.19
N 1.99538 -3.27947 -2.81618 0.29 -0.45 0.06
C 1.09817 -2.96532 -3.62098 -0.41 0.20 -0.49
N 0.35083 -2.74104 -4.50544 0.98 -0.28 0.41
C -2.53476 3.41146 0.63960 0.06 -0.01 0.10
N -1.24773 2.75580 0.48425 -0.02 -0.14 -0.25
C -0.85776 1.72530 1.22703 0.09 0.40 0.50
N -1.55746 1.41171 2.32673 0.07 -0.17 -0.15
O 0.24717 1.12928 0.97373 -0.23 -0.19 -0.07
H -2.58404 4.23698 -0.06421 -0.01 0.01 0.01
H -2.63236 3.81876 1.64619 0.00 0.03 -0.01
H -3.35981 2.72558 0.43525 0.00 0.00 -0.01
H -0.82455 2.75480 -0.43610 0.03 -0.04 0.00
H -2.52903 1.66801 2.36872 0.01 0.05 0.08
H -1.27855 0.54928 2.77897 -0.05 -0.01 0.00
O 0.08187 -4.88989 -0.30697 -0.13 -0.09 0.20
S -0.59870 -3.65941 -0.07581 0.44 -0.63 -0.07
O -0.72499 -2.80457 -1.26219 -0.06 -0.41 0.15
N 0.14525 -2.65123 0.97777 -0.56 0.04 0.01
C -0.76045 -2.17202 1.88659 -0.11 -0.32 1.05
O -0.49379 -1.18183 2.56099 -0.15 -0.23 -0.04
C -2.01861 -2.95230 1.92222 -0.01 -0.17 -0.22
C -3.06149 -2.85428 2.82190 0.02 -0.01 0.03
C -4.13849 -3.71655 2.66205 0.00 0.03 -0.01
C -4.15740 -4.65781 1.63660 -0.02 0.02 0.00
C -3.11433 -4.75114 0.72417 0.03 -0.06 -0.14
C -2.07119 -3.86879 0.88054 0.16 0.25 0.12
H -3.02106 -2.13937 3.63294 0.00 0.00 0.00
H -4.97126 -3.66224 3.35003 0.00 -0.03 0.00
H -5.00387 -5.32394 1.54061 0.00 -0.01 0.02
H -3.12709 -5.47737 -0.07649 -0.02 0.02 -0.02
```
Positions in Å, forces in eV/Å.

The value obtained for the total energy is -96499.726 eV. The orbital gap is 8.6805 eV. Its charge is +1. The value obtained for the LUMO energy is -3.33 eV. As for the HOMO energy: -12.01 eV.